Version A
DFT (ωB97M-V/def2-TZVPD) results for a cluster of 2 separate species, C2H5N2OP in total.

Summary:
Orbital gap (spin up / spin down) = 0.2388 / 0.3050 hartree
Multiplicity = 3
Highest occupied orbital energy (spin up / spin down) = -7.40 / -9.88 eV
Charge = 0

Structure (XYZ):
```
11
Properties=species:S:1:pos:R:3:lowdin_spin:R:1
C -1.400 -1.485 -0.254 0.002
C -0.921 -0.156 0.208 0.019
N 2.253 0.281 0.147 0.937
N 3.347 0.377 -0.456 0.905
O -1.179 -1.905 -1.367 0.005
P -0.798 0.947 -1.097 -0.001
H -2.112 -1.899 0.501 0.000
H -0.739 0.102 1.239 0.001
H 2.291 -0.370 0.969 0.068
H 3.164 1.042 -1.183 0.063
H -0.540 1.900 -0.149 0.000
```

Version B
DFT (ωB97M-V/def2-TZVPD) results for a cluster of 2 separate species, C2H5N2OP in total.

Summary:
Orbital gap (spin up / spin down) = 0.2346 / 0.3361 hartree
Multiplicity = 3
Highest occupied orbital energy (spin up / spin down) = -5.66 / -9.98 eV
Charge = 0

Structure (XYZ):
```
11
Properties=species:S:1:pos:R:3:lowdin_spin:R:1
C 1.462 -0.474 0.257 0.173
C -1.722 0.444 0.060 0.106
N -1.061 1.399 0.550 0.070
N 0.908 -0.983 -0.842 0.005
O 2.725 -0.494 0.629 0.457
P 1.297 0.555 1.590 1.162
H -2.059 -0.281 0.714 0.007
H -1.873 0.216 -1.001 0.008
H -0.764 2.221 0.009 0.007
H 1.173 -1.924 -1.064 0.002
H -0.087 -0.678 -0.902 0.002
```

Name the most stable of them. version B.

Version A
DFT (ωB97M-V/def2-TZVPD) results for an isolated molecule of C20H27N5O4.

Summary:
Orbital gap = 0.3188 hartree
Structure (SMILES) = Cc1c/c(=N\[C@H]2CC[C@@]3(CC2)CN(C(=O)c2conc2C)CCO3)[nH]c(CO)n1
Multiplicity = 1
Highest occupied orbital energy = -8.07 eV
Charge = 0

Structure (XYZ):
```
56
Properties=species:S:1:pos:R:3:mulliken_charge:R:1
C 4.832 1.898 2.818 -1.268
C 3.927 2.717 1.953 0.282
C 3.054 2.150 1.091 -0.119
C 2.181 2.967 0.263 0.574
N 1.269 2.724 -0.589 -0.711
C 0.844 1.426 -1.073 0.211
C 1.849 0.272 -1.139 -0.528
C 1.221 -0.912 -1.870 -1.515
C -0.029 -1.403 -1.148 1.888
C -1.027 -0.252 -0.995 -0.772
C -0.401 0.960 -0.313 -0.769
C -0.645 -2.582 -1.897 -2.092
N -1.686 -3.219 -1.103 0.208
C -2.988 -3.072 -1.475 0.860
O -3.325 -2.392 -2.432 -0.628
C -4.031 -3.802 -0.708 0.513
C -4.070 -5.071 -0.246 -0.446
O -5.271 -5.354 0.254 -0.214
N -6.082 -4.232 0.124 -0.622
C -5.358 -3.321 -0.456 0.306
C -5.921 -1.979 -0.772 -1.049
C -1.210 -3.658 0.200 -0.781
C -0.559 -2.487 0.923 -0.593
O 0.436 -1.872 0.132 -0.446
N 2.415 4.337 0.501 -0.090
C 3.307 4.823 1.386 0.771
C 3.393 6.324 1.475 -0.893
O 2.187 6.830 2.039 -0.518
N 4.074 4.085 2.118 -0.594
H 4.685 0.831 2.661 0.322
H 5.871 2.153 2.606 0.304
H 4.653 2.138 3.867 0.305
H 2.988 1.078 1.040 0.368
H 0.525 1.609 -2.107 0.100
H 2.765 0.591 -1.643 0.327
H 2.116 -0.074 -0.143 0.181
H 0.943 -0.629 -2.890 0.311
H 1.931 -1.740 -1.938 0.557
H -1.364 0.023 -1.999 0.482
H -1.922 -0.582 -0.465 0.186
H -0.117 0.717 0.716 0.114
H -1.120 1.780 -0.266 0.381
H -1.078 -2.260 -2.840 0.514
H 0.138 -3.323 -2.089 0.371
H -3.347 -5.870 -0.226 0.549
H -5.905 -1.816 -1.848 0.276
H -6.939 -1.908 -0.398 0.375
H -5.315 -1.196 -0.316 0.261
H -2.033 -4.040 0.797 0.613
H -0.475 -4.457 0.058 0.167
H -1.328 -1.764 1.218 0.282
H -0.059 -2.837 1.827 0.448
H 1.806 4.962 -0.006 0.272
H 4.272 6.558 2.073 0.404
H 3.522 6.749 0.474 0.245
H 2.402 7.403 2.778 0.321
```

Version B
DFT (ωB97M-V/def2-TZVPD) results for an isolated molecule of C20H27N5O4.

Summary:
Orbital gap = 0.3191 hartree
Structure (SMILES) = Cc1c/c(=N\[C@H]2CC[C@@]3(CC2)CN(C(=O)c2conc2C)CCO3)[nH]c(CO)n1
Multiplicity = 1
Highest occupied orbital energy = -8.11 eV
Charge = 0

Structure (XYZ):
```
56
Properties=species:S:1:pos:R:3:mulliken_charge:R:1
C -0.214 4.999 -1.325 -1.300
C -0.659 3.728 -0.675 0.278
C 0.203 2.734 -0.365 -0.223
C -0.271 1.518 0.266 0.589
N 0.327 0.461 0.648 -0.668
C 1.755 0.315 0.458 0.857
C 2.466 0.379 1.809 -1.085
C 3.963 0.117 1.676 -1.174
C 4.250 -1.215 0.996 1.688
C 3.538 -1.263 -0.359 -0.669
C 2.040 -1.027 -0.215 -1.119
C 5.754 -1.421 0.845 -2.000
N 6.051 -2.782 0.418 0.179
C 6.505 -2.996 -0.847 0.892
O 6.651 -2.091 -1.655 -0.631
C 6.863 -4.383 -1.247 0.457
C 7.580 -5.337 -0.614 -0.414
O 7.784 -6.382 -1.414 -0.212
N 7.178 -6.128 -2.640 -0.629
C 6.648 -4.945 -2.549 0.311
C 5.912 -4.344 -3.696 -1.071
C 5.504 -3.785 1.321 -0.786
C 4.011 -3.544 1.497 -0.585
O 3.742 -2.217 1.895 -0.413
N -1.656 1.558 0.485 -0.090
C -2.449 2.600 0.140 0.432
C -3.907 2.407 0.476 -0.556
O -4.651 3.528 0.079 -0.474
N -2.022 3.672 -0.424 -0.543
H 0.860 5.009 -1.503 0.331
H -0.740 5.128 -2.272 0.313
H -0.485 5.846 -0.693 0.313
H 1.253 2.848 -0.582 0.352
H 2.180 1.098 -0.187 -0.086
H 2.295 1.358 2.264 0.327
H 2.015 -0.366 2.468 0.325
H 4.432 0.909 1.082 0.341
H 4.439 0.121 2.659 0.472
H 3.984 -0.486 -0.988 0.488
H 3.738 -2.205 -0.873 0.156
H 1.584 -1.816 0.390 0.145
H 1.556 -1.052 -1.194 0.363
H 6.171 -0.732 0.115 0.503
H 6.230 -1.256 1.816 0.392
H 8.019 -5.399 0.369 0.549
H 6.294 -3.345 -3.896 0.295
H 6.020 -4.976 -4.574 0.376
H 4.851 -4.252 -3.458 0.258
H 5.672 -4.783 0.928 0.592
H 6.006 -3.697 2.289 0.173
H 3.487 -3.789 0.566 0.273
H 3.617 -4.187 2.285 0.451
H -2.039 0.735 0.926 0.296
H -4.247 1.493 -0.030 0.320
H -3.979 2.233 1.557 0.319
H -5.572 3.374 0.306 0.322
```

Version C
DFT (ωB97M-V/def2-TZVPD) results for an isolated molecule of C20H27N5O4.

Summary:
Orbital gap = 0.3180 hartree
Structure (SMILES) = Cc1c/c(=N\[C@H]2CC[C@@]3(CC2)CN(C(=O)c2conc2C)CCO3)[nH]c(CO)n1
Multiplicity = 1
Highest occupied orbital energy = -8.10 eV
Charge = 0

Structure (XYZ):
```
56
Properties=species:S:1:pos:R:3:mulliken_charge:R:1
C 2.713 -3.209 4.411 -1.297
C 2.736 -1.731 4.187 0.390
C 1.851 -1.110 3.373 -0.288
C 1.908 0.326 3.174 0.678
N 1.205 1.115 2.464 -0.739
C 0.093 0.591 1.697 0.654
C -1.076 1.569 1.775 -1.048
C -2.252 1.109 0.920 -1.133
C -1.849 0.883 -0.531 1.705
C -0.680 -0.103 -0.595 -0.728
C 0.502 0.373 0.241 -0.982
C -3.043 0.386 -1.342 -2.026
N -2.749 0.394 -2.769 0.194
C -2.572 -0.792 -3.415 0.871
O -2.613 -1.868 -2.837 -0.630
C -2.364 -0.771 -4.886 0.498
C -2.975 -0.061 -5.861 -0.450
O -2.579 -0.472 -7.063 -0.214
N -1.660 -1.504 -6.899 -0.622
C -1.545 -1.691 -5.617 0.308
C -0.644 -2.748 -5.079 -1.048
C -2.336 1.705 -3.248 -0.783
C -1.173 2.211 -2.407 -0.616
O -1.472 2.181 -1.028 -0.423
N 2.953 0.908 3.909 -0.082
C 3.787 0.213 4.698 0.535
C 4.823 1.014 5.452 -0.572
O 5.015 2.313 4.923 -0.565
N 3.740 -1.067 4.871 -0.621
H 1.915 -3.691 3.850 0.327
H 3.672 -3.639 4.118 0.309
H 2.582 -3.416 5.474 0.311
H 1.104 -1.688 2.851 0.318
H -0.264 -0.373 2.092 -0.009
H -1.386 1.679 2.816 0.365
H -0.728 2.547 1.436 0.327
H -2.657 0.169 1.309 0.329
H -3.057 1.847 0.949 0.476
H -1.044 -1.065 -0.220 0.508
H -0.379 -0.288 -1.628 0.146
H 0.891 1.318 -0.150 0.156
H 1.317 -0.354 0.194 0.383
H -3.316 -0.625 -1.051 0.514
H -3.890 1.057 -1.165 0.392
H -3.709 0.729 -5.847 0.550
H -1.224 -3.475 -4.513 0.276
H -0.124 -3.240 -5.898 0.374
H 0.087 -2.315 -4.396 0.260
H -2.033 1.652 -4.290 0.602
H -3.181 2.395 -3.160 0.174
H -0.276 1.618 -2.627 0.274
H -0.958 3.251 -2.651 0.453
H 3.065 1.910 3.836 0.303
H 4.471 1.139 6.477 0.231
H 5.743 0.429 5.488 0.363
H 5.635 2.265 4.189 0.322
```

Name the most stable of them. version C.

Version A
DFT (ωB97M-V/def2-TZVPD) results for a cluster of 2 separate species, C5H15NO2 in total.

Summary:
Orbital gap (spin up / spin down) = 0.3868 / 0.1991 hartree
Multiplicity = 2
Highest occupied orbital energy (spin up / spin down) = -13.88 / -13.88 eV
Charge = +1

Structure (XYZ):
```
23
Properties=species:S:1:pos:R:3:lowdin_spin:R:1
C 0.254 0.505 0.944 0.158
O 0.805 -0.294 1.927 0.095
C -0.521 -0.342 -0.271 0.155
C -0.912 0.766 -1.337 0.077
C -0.148 0.421 -2.608 0.025
C -2.388 1.059 -1.551 0.006
N -1.552 -1.018 0.339 0.423
H 1.080 0.905 0.361 0.006
H -0.461 1.223 1.367 0.007
H 0.123 -0.887 2.234 0.008
H 0.270 -1.003 -0.624 0.001
H -0.531 1.730 -0.992 -0.001
H -0.113 1.150 -3.422 0.009
H -0.509 -0.458 -3.177 0.000
H 0.833 0.031 -2.313 0.001
H -2.644 1.423 -2.533 0.002
H -2.738 1.785 -0.803 0.000
H -2.958 0.147 -1.436 0.001
H -1.815 -1.966 0.074 0.017
H -2.440 -0.566 0.556 0.010
H 3.439 -0.063 1.935 0.000
H 3.403 -1.600 1.909 0.000
O 3.938 -0.854 2.222 0.000
```

Version B
DFT (ωB97M-V/def2-TZVPD) results for a cluster of 3 separate species, C5H15NO2 in total.

Summary:
Orbital gap (spin up / spin down) = 0.4004 / 0.3149 hartree
Multiplicity = 2
Highest occupied orbital energy (spin up / spin down) = -14.08 / -15.11 eV
Charge = +1

Structure (XYZ):
```
23
Properties=species:S:1:pos:R:3:lowdin_spin:R:1
C -0.657 -0.709 -2.615 0.034
C -0.709 -0.885 -1.077 0.046
N 0.867 1.074 0.439 0.289
C -0.375 1.402 -0.014 0.148
C -1.195 0.402 -0.480 0.420
C -0.791 2.801 0.347 0.009
H -1.699 -0.481 -2.899 0.000
H -0.382 -1.633 -3.097 0.005
H 0.115 -0.009 -3.026 0.000
H -1.287 -1.728 -0.675 0.010
H 0.289 -1.224 -0.704 0.001
H 1.295 1.632 1.159 0.010
H 0.985 0.071 0.566 0.006
H -2.223 0.577 -0.753 0.018
H -0.799 2.884 1.438 0.003
H -1.822 2.911 -0.038 0.000
H -0.250 3.672 0.014 0.001
H 2.295 -2.528 -0.202 0.000
H 1.929 -2.127 1.206 0.000
O 1.990 -1.767 0.308 0.000
H -0.528 -1.340 2.962 0.000
H -0.109 -1.911 1.784 0.000
O 0.289 -1.289 2.435 0.001
```

Name the most stable of them. version B.